(1)
This record from the OMol25 dataset describes a cluster of 9 separate species, H18O9 in total. The level of theory is ωB97M-V with the def2-TZVPD basis set.

## Properties
**Kohn-Sham gap**: 0.300 Ha
**LUMO energy**: -0.023 Ha
**HOMO energy**: -8.794 eV
**F_max**: 9.5 eV Å⁻¹
**Structure (SMILES)**: O.O.O.O.O.O.O.O.O

Geometry as ORCA input:
```
! wB97M-V def2-TZVPD RIJCOSX def2/J DEFGRID3
* xyz 0 1
O -0.59 -0.31 -1.36
H 0.23 0.27 -1.55
H -1.26 0.22 -1.02
O -3.89 -1.36 -0.31
H -3.37 -1.73 -0.95
H -3.33 -1.04 0.41
O -1.47 5.25 -0.10
H -1.61 4.27 0.10
H -2.29 5.45 -0.49
O 1.89 -2.07 -0.89
H 1.47 -2.07 -0.01
H 2.38 -2.89 -0.89
O -5.24 -0.10 -0.34
H -5.52 -0.97 -0.14
H -5.20 0.26 0.58
O 1.26 1.00 3.19
H 1.14 1.93 3.05
H 0.78 0.65 2.40
O 4.48 1.10 -2.46
H 3.65 1.48 -2.80
H 4.67 0.35 -3.11
O 0.93 -4.65 1.11
H 0.44 -3.92 0.71
H 1.42 -4.95 0.38
O 3.41 1.41 1.50
H 2.66 1.88 1.84
H 2.95 0.55 1.15
*
```

Electronic structure analysis, Löwdin charges in units of e:
1. O -0.070
2. H 0.090
3. H -0.018
4. O -0.077
5. H 0.021
6. H 0.077
7. O -0.071
8. H 0.072
9. H -0.002
10. O -0.058
11. H 0.029
12. H 0.026
13. O -0.106
14. H 0.015
15. H 0.071
16. O -0.046
17. H 0.018
18. H 0.059
19. O -0.095
20. H 0.029
21. H 0.066
22. O -0.031
23. H 0.028
24. H 0.006
25. O -0.089
26. H -0.028
27. H 0.084

***

(2)
This record from the OMol25 dataset describes a cluster of 5 separate species, C9H28O5 in total. The level of theory is ωB97M-V with the def2-TZVPD basis set.

## Properties
**Expectation value of S²**: 0.75
**Kohn-Sham gap (spin up / spin down)**: 0.301 / 0.060 Ha
**LUMO energy (spin up / spin down)**: -0.130 / -0.371 Ha
**HOMO energy (spin up / spin down)**: -11.726 / -11.726 eV
**F_max**: 2.4 eV Å⁻¹

Geometry as ORCA input:
```
! wB97M-V def2-TZVPD RIJCOSX def2/J DEFGRID3
* xyz 1 2
O -1.92 -0.48 -0.94
H -1.96 -0.47 0.01
H -1.03 -0.21 -1.15
O -2.07 0.47 -3.78
H -2.25 0.33 -2.85
H -2.24 -0.37 -4.19
C -3.84 2.60 2.43
C -2.85 1.51 2.99
C -1.47 2.10 3.41
O -3.69 0.96 3.99
H -3.49 3.16 1.56
H -4.28 3.26 3.17
H -4.69 2.13 1.92
H -2.71 0.68 2.30
H -1.44 2.80 4.24
H -1.00 2.64 2.59
H -0.92 1.19 3.63
H -4.00 1.70 4.51
C 2.08 0.93 -2.98
C 3.67 0.82 -3.08
C 4.17 -0.64 -3.13
O 4.03 1.35 -4.36
H 1.75 1.95 -3.17
H 1.68 0.39 -2.12
H 1.77 0.34 -3.84
H 4.04 1.49 -2.30
H 3.77 -1.19 -2.28
H 5.24 -0.55 -2.94
H 3.86 -1.14 -4.05
H 4.99 1.41 -4.33
C 0.92 -2.03 0.01
C -0.13 -2.37 1.09
C 0.58 -3.23 2.16
O -0.50 -1.16 1.75
H 0.59 -1.36 -0.77
H 1.26 -2.96 -0.45
H 1.82 -1.63 0.48
H -1.04 -2.82 0.69
H 1.16 -4.08 1.79
H -0.02 -3.49 3.03
H 1.32 -2.58 2.62
H -1.18 -1.47 2.35
*
```

Electronic structure analysis, Löwdin charges in units of e:
1. O -0.037
2. H 0.008
3. H 0.027
4. O -0.051
5. H -0.019
6. H 0.035
7. C 0.032
8. C -0.309
9. C 0.055
10. O 0.254
11. H 0.122
12. H 0.109
13. H 0.106
14. H 0.142
15. H 0.107
16. H 0.115
17. H 0.101
18. H 0.150
19. C -0.043
20. C -0.458
21. C -0.053
22. O -0.070
23. H 0.077
24. H 0.047
25. H 0.075
26. H 0.125
27. H 0.061
28. H 0.076
29. H 0.089
30. H 0.084
31. C -0.042
32. C -0.462
33. C -0.052
34. O -0.087
35. H 0.047
36. H 0.091
37. H 0.088
38. H 0.137
39. H 0.087
40. H 0.076
41. H 0.080
42. H 0.079

***

(3)
This record from the OMol25 dataset describes a structure of composition C27H30N2O2S3Sr. The level of theory is ωB97M-V with the def2-TZVPD basis set.

## Properties
**Kohn-Sham gap (spin up / spin down)**: 0.274 / 0.274 Ha
**LUMO energy (spin up / spin down)**: -0.208 / -0.208 Ha
**HOMO energy (spin up / spin down)**: -13.111 / -13.111 eV
**F_max**: 2.0 eV Å⁻¹

Geometry as ORCA input:
```
! wB97M-V def2-TZVPD RIJCOSX def2/J DEFGRID3
* xyz 2 1
Sr 0.91 -0.11 -0.05
C 4.56 2.47 -0.38
C 4.72 1.14 0.38
S 3.33 0.31 1.12
C 3.07 1.26 2.62
C 2.50 2.65 2.36
S 0.92 2.55 1.38
C 0.96 3.87 0.15
C 2.24 4.15 -0.59
S 3.02 2.70 -1.36
H 5.34 2.56 -1.15
H 4.65 3.32 0.29
H 5.53 1.23 1.15
H 5.13 0.40 -0.33
H 4.02 1.38 3.19
H 2.41 0.66 3.26
H 3.15 3.29 1.77
H 2.36 3.16 3.29
H 0.62 4.83 0.58
H 0.14 3.55 -0.56
H 2.96 4.66 0.02
H 2.01 4.90 -1.38
C -2.58 5.13 0.28
O -2.64 3.67 0.27
C -2.35 3.11 -0.93
C -1.72 3.80 -2.00
C -1.36 3.03 -3.11
C -1.67 1.67 -3.15
C -2.47 1.07 -2.18
C -2.79 1.78 -1.07
N -3.67 1.32 -0.06
C -4.12 0.14 0.30
C -3.63 -1.19 0.02
C -4.60 -2.23 -0.02
C -4.22 -3.53 -0.29
C -2.86 -3.85 -0.46
C -1.89 -2.88 -0.38
C -2.25 -1.52 -0.17
O -1.33 -0.58 -0.12
H -2.86 5.45 1.28
H -3.26 5.54 -0.50
H -1.56 5.44 0.04
H -1.39 4.83 -1.90
H -0.82 3.52 -3.93
H -1.33 1.11 -4.04
H -2.86 0.05 -2.33
H -4.14 2.08 0.39
H -5.06 0.25 0.91
H -5.64 -2.04 0.21
H -4.92 -4.36 -0.19
H -2.53 -4.88 -0.65
H -0.82 -3.08 -0.59
N 1.87 -2.55 -0.26
C 1.80 -3.66 0.00
C 1.64 -5.04 0.39
C 2.43 -6.04 -0.18
C 2.18 -7.34 0.20
C 1.16 -7.59 1.11
C 0.39 -6.56 1.66
C 0.65 -5.28 1.32
H 3.17 -5.78 -0.93
H 2.81 -8.15 -0.18
H 1.00 -8.60 1.43
H -0.36 -6.75 2.38
H 0.08 -4.44 1.67
*
```

Electronic structure analysis, Löwdin charges in units of e:
1. Sr 1.280
2. C -0.484
3. C -0.498
4. S 0.739
5. C -0.507
6. C -0.452
7. S 0.813
8. C -0.539
9. C -0.513
10. S 0.864
11. H 0.081
12. H 0.072
13. H 0.112
14. H 0.091
15. H 0.112
16. H 0.093
17. H 0.056
18. H 0.088
19. H 0.092
20. H 0.054
21. H 0.075
22. H 0.097
23. C -0.012
24. O -0.093
25. C -0.240
26. C -0.024
27. C -0.054
28. C -0.066
29. C -0.013
30. C -0.169
31. N 0.150
32. C 0.063
33. C -0.133
34. C -0.022
35. C -0.066
36. C -0.047
37. C -0.018
38. C -0.352
39. O -0.364
40. H 0.105
41. H 0.123
42. H 0.065
43. H 0.115
44. H 0.125
45. H 0.122
46. H 0.142
47. H 0.159
48. H 0.171
49. H 0.121
50. H 0.117
51. H 0.119
52. H 0.095
53. N 0.078
54. C -0.133
55. C -0.219
56. C -0.006
57. C -0.044
58. C -0.028
59. C -0.048
60. C -0.045
61. H 0.127
62. H 0.128
63. H 0.116
64. H 0.111
65. H 0.116